No. 1
Formula: C30H23ClN4OsPSSe4
Source: the OMol25 dataset
Level of theory: wB97M-V/def2-TZVPD

## Properties
Net charge: +1
Kohn-Sham gap (alpha / beta) in Eh: 0.1809 / 0.1809
Energy above the lowest of the compared OMol25 structures with the same formula, charge and spin in kJ/mol: 9.3
Electronic energy in Eh: -12272.03635
Spin multiplicity: 1
Strongest force on any atom in eV/A: 0.4
HOMO (alpha / beta) in eV: -10.29 / -10.29

```
65
Properties=species:S:1:pos:R:3:lowdin_charge:R:1
Os 0.139 0.098 0.210 0.435
Se -0.839 -1.850 0.807 0.324
Se -0.653 -3.612 -0.631 0.175
Se 0.113 -2.589 -2.545 0.102
Se 1.273 -0.704 -1.823 0.147
Cl 0.767 2.585 0.017 0.767
C -0.807 3.310 0.338 -0.611
C -0.848 4.519 0.994 -0.073
C -2.097 5.074 1.249 -0.043
C -3.250 4.420 0.846 -0.043
C -3.173 3.205 0.179 -0.041
C -1.937 2.628 -0.085 -0.386
P -1.712 1.035 -0.938 0.911
C -3.325 0.226 -0.793 -0.365
C -3.732 -0.173 0.483 -0.140
C -4.973 -0.754 0.667 -0.054
C -5.817 -0.944 -0.422 -0.057
C -5.425 -0.532 -1.685 -0.057
C -4.183 0.063 -1.875 -0.064
C -1.466 1.494 -2.669 -0.370
C -1.294 2.822 -3.049 -0.068
C -1.080 3.141 -4.382 -0.057
C -1.043 2.141 -5.341 -0.057
C -1.221 0.815 -4.968 -0.058
C -1.425 0.491 -3.639 -0.167
H 0.062 5.008 1.315 0.117
H -2.160 6.014 1.778 0.118
H -4.218 4.853 1.059 0.116
H -4.077 2.695 -0.128 0.118
H -3.094 0.004 1.344 0.075
H -5.284 -1.052 1.659 0.116
H -6.784 -1.407 -0.281 0.113
H -6.085 -0.668 -2.531 0.113
H -3.897 0.397 -2.862 0.104
H -1.336 3.617 -2.317 0.103
H -0.949 4.175 -4.669 0.112
H -0.878 2.393 -6.380 0.113
H -1.198 0.032 -5.714 0.115
H -1.566 -0.544 -3.355 0.043
S -1.509 0.651 4.646 0.597
C -1.019 0.750 3.126 -0.990
N -0.650 0.826 2.009 -0.188
C 4.438 0.274 1.255 -0.019
C 3.247 0.259 0.563 -0.180
N 2.078 -0.025 1.165 -0.143
C 2.092 -0.317 2.468 -0.096
C 3.253 -0.379 3.227 -0.180
C 4.445 -0.042 2.606 0.022
C 3.154 -0.720 4.655 -0.019
C 2.399 -1.685 5.178 -0.015
C 1.674 -2.744 4.456 -0.270
C 0.619 -3.414 5.063 0.010
C -0.018 -4.396 4.323 -0.110
N 0.377 -4.734 3.099 0.086
C 1.426 -4.066 2.630 -0.234
N 2.079 -3.081 3.225 0.142
H 5.350 0.533 0.736 0.119
H 3.218 0.486 -0.493 0.048
H 1.139 -0.510 2.935 0.083
H 5.371 -0.038 3.167 0.131
H 3.702 -0.080 5.337 0.123
H 2.318 -1.731 6.258 0.119
H 0.292 -3.163 6.063 0.119
H -0.869 -4.932 4.726 0.115
H 1.785 -4.356 1.648 0.105
```

No. 2
Formula: C30H23ClN6O3PtS
Source: the OMol25 dataset
Level of theory: wB97M-V/def2-TZVPD

## Properties
Net charge: 0
Kohn-Sham gap (alpha / beta) in Eh: 0.2051 / 0.2049
Energy above the lowest of the compared OMol25 structures with the same formula, charge and spin in kJ/mol: 375.3
Electronic energy in Eh: -2688.88265
Spin multiplicity: 1
Strongest force on any atom in eV/A: 3.1
HOMO (alpha / beta) in eV: -6.53 / -6.53

```
65
Properties=species:S:1:pos:R:3:lowdin_charge:R:1
Pt 0.134 0.659 -0.502 1.102
O -0.196 0.085 -2.431 -0.280
C 0.445 0.591 -3.446 -0.356
C -0.247 0.726 -4.673 -0.010
C 0.361 1.225 -5.798 -0.092
C 1.700 1.628 -5.768 -0.110
C 2.400 1.500 -4.591 -0.060
C 1.810 0.981 -3.430 -0.096
C 2.621 0.796 -2.234 -0.256
N 2.210 0.587 -0.990 -0.048
C 3.332 0.438 -0.210 -0.115
C 4.441 0.557 -0.979 -0.075
N 3.977 0.782 -2.254 0.110
H -1.285 0.420 -4.682 0.115
H -0.208 1.317 -6.715 0.101
H 2.176 2.038 -6.649 0.094
H 3.432 1.834 -4.569 0.099
H 3.283 0.243 0.847 0.089
H 5.487 0.498 -0.743 0.109
H 4.536 0.869 -3.083 0.147
N -0.149 2.500 1.753 0.108
C 0.252 1.452 1.273 -0.320
H 0.129 2.711 2.707 0.078
Cl -2.142 -2.090 -1.133 0.723
C -2.725 -1.485 0.392 -0.669
C -3.561 -2.363 1.070 -0.117
C -4.080 -2.370 2.356 -0.061
C -2.613 -0.559 3.151 -0.262
C -2.702 0.313 1.962 -0.031
C -2.477 -0.104 0.689 -0.396
C -1.920 0.820 -0.336 -0.290
H -3.835 -3.248 0.508 0.098
H -4.714 -3.198 2.638 0.116
H -2.716 0.090 4.022 0.144
H -2.629 1.371 2.173 0.105
H -2.149 1.850 -0.058 0.053
H -2.301 0.603 -1.334 0.036
O 1.341 0.706 2.627 0.023
C 1.722 -0.435 2.919 -0.375
N 1.164 -1.637 2.639 -0.209
C 1.880 -2.696 3.304 -0.378
O 1.564 -3.843 3.270 0.153
C 3.026 -2.034 3.972 -0.079
C 4.054 -2.567 4.722 0.018
C 4.990 -1.672 5.233 -0.052
C 4.892 -0.304 4.993 -0.054
C 3.853 0.225 4.234 0.016
C 2.929 -0.672 3.739 -0.086
H 4.123 -3.631 4.901 0.127
H 5.811 -2.045 5.830 0.109
H 5.639 0.360 5.407 0.109
H 3.767 1.285 4.041 0.125
C -5.294 -2.428 5.008 -0.035
C -3.974 -1.806 4.682 -0.265
C -3.055 -1.480 5.679 -0.035
C -1.672 -1.272 5.611 -0.139
N -0.843 -1.401 4.556 0.068
C -1.313 -1.259 3.348 -0.447
S -0.406 -1.889 1.973 1.136
N -3.681 -1.584 3.373 0.022
H -5.584 -2.174 6.026 0.081
H -5.259 -3.520 4.941 0.088
H -6.067 -2.080 4.320 0.088
H -3.446 -1.534 6.689 0.106
H -1.168 -1.132 6.561 0.100
```

No. 3
Formula: C30H23FeNO3P
Source: the OMol25 dataset
Level of theory: wB97M-V/def2-TZVPD

## Properties
Net charge: +1
Kohn-Sham gap (alpha / beta) in Eh: 0.1677 / 0.1520
<S²>: 6.123
Electronic energy in Eh: -3042.07221
Spin multiplicity: 5
Strongest force on any atom in eV/A: 3.9
HOMO (alpha / beta) in eV: -7.59 / -10.39

```
59
Properties=species:S:1:pos:R:3:lowdin_charge:R:1
C -3.324 -4.653 -1.221 -0.044
C -2.436 -4.685 -0.139 -0.054
C -1.738 -3.535 0.239 -0.077
C -1.914 -2.335 -0.476 -0.310
P -0.929 -0.883 -0.012 1.083
C 0.576 -0.900 -1.020 -0.308
C 1.476 0.169 -0.869 -0.089
C 2.661 0.192 -1.607 -0.046
C 2.957 -0.856 -2.489 -0.043
C 2.064 -1.923 -2.639 -0.052
C 0.875 -1.952 -1.905 -0.055
C -1.874 0.564 -0.556 -0.315
C -2.784 1.131 0.351 -0.072
C -3.536 2.248 -0.019 -0.050
C -3.377 2.804 -1.297 -0.044
C -2.472 2.241 -2.202 -0.051
C -1.714 1.124 -1.837 -0.070
C -0.531 -0.790 1.703 -0.105
C 0.629 -0.219 2.157 -0.217
N 1.646 0.216 2.553 0.252
C -2.829 -2.300 -1.548 -0.056
C -3.519 -3.458 -1.922 -0.049
H -3.862 -5.555 -1.515 0.120
H -2.285 -5.612 0.417 0.118
H -1.048 -3.558 1.087 0.111
H 1.250 0.978 -0.168 0.111
H 3.352 1.026 -1.482 0.119
H 3.887 -0.839 -3.057 0.118
H 2.293 -2.743 -3.324 0.119
H 0.179 -2.786 -2.019 0.111
H -2.887 0.694 1.348 0.111
H -4.239 2.683 0.691 0.117
H -3.965 3.677 -1.583 0.118
H -2.347 2.672 -3.200 0.120
H -0.996 0.695 -2.540 0.118
H -1.152 -1.363 2.402 0.114
H -3.000 -1.367 -2.090 0.111
H -4.214 -3.425 -2.763 0.119
O 4.390 1.708 9.241 0.150
C 3.894 1.963 8.227 -0.152
Fe 3.125 2.048 6.661 0.080
C 4.406 1.036 5.945 -0.137
O 5.223 0.273 5.650 0.140
C 2.206 0.569 7.019 -0.117
O 1.849 -0.475 7.375 0.142
C 2.072 2.392 4.528 -0.155
C 0.799 2.698 5.034 -0.104
C 0.597 3.194 6.305 -0.075
C 1.645 3.302 7.280 -0.221
C 2.807 4.102 7.035 -0.137
C 3.311 4.243 5.749 -0.102
C 3.220 3.158 4.842 -0.163
H 2.219 1.557 3.837 0.046
H -0.071 2.480 4.404 0.102
H -0.415 3.407 6.637 0.110
H 1.379 3.141 8.337 0.130
H 3.270 4.619 7.884 0.137
H 4.017 5.047 5.544 0.116
H 4.079 3.030 4.170 0.129
```